{"formula": "C34H24BrClHfN2OPS2", "method": "the ωB97M-V functional and the def2-TZVPD basis", "e_tot_ha": -5714.7730, "spin_multiplicity": 1, "homo_lumo_gap_ev": 7.16, "charge": 1, "e_above_lowest_kcal_mol": 3.4, "largest_force_ev_per_a": 1.2, "lumo_ev": -3.8, "homo_ev": -10.9817, "symbols": ["Hf", "Br", "Cl", "S", "S", "P", "O", "N", "N", "C", "C", "C", "C", "C", "C", "C", "C", "C", "C", "C", "C", "C", "C", "C", "C", "C", "C", "C", "C", "C", "C", "C", "C", "C", "C", "C", "C", "C", "C", "C", "C", "C", "C", "H", "H", "H", "H", "H", "H", "H", "H", "H", "H", "H", "H", "H", "H", "H", "H", "H", "H", "H", "H", "H", "H", "H", "H"], "positions_angstrom": [[0.3010, 0.8074, 0.5422], [1.1336, -4.6344, -3.5980], [0.2816, -2.5134, 7.2644], [0.0218, 3.3929, -0.0939], [-2.2328, 1.0445, -0.3668], [-1.8590, 2.8504, 0.4164], [-0.5689, -0.2133, 1.9550], [2.3652, 1.3891, -0.2976], [1.7523, 1.1331, 2.2778], [4.5646, 2.8006, -1.2336], [-2.0786, 2.3958, 4.9888], [-0.9164, 3.2204, 3.0475], [1.3522, -1.9773, -0.4494], [-1.0123, -2.2748, 4.8889], [-0.0576, -0.9744, -2.0882], [-3.0877, 1.8933, 4.1701], [-3.6635, 6.3997, -0.3509], [0.1162, -2.0733, -2.9222], [0.5492, -0.8903, -0.8249], [3.7718, 2.0975, -2.0920], [-1.9205, 2.7133, 2.2270], [2.6655, 1.4030, -1.5808], [4.6893, 3.4870, 2.4176], [-4.3618, 3.7027, -0.3998], [-2.7157, 5.4361, -0.0392], [4.2812, 2.8017, 0.1516], [-0.9978, 3.0581, 4.4292], [-1.2139, -1.7422, 3.6341], [5.0459, 3.5170, 1.1031], [1.5264, -3.0919, -1.2546], [1.7208, 0.5676, 3.4413], [-0.3530, -0.7598, 3.1458], [-4.9566, 6.0166, -0.6819], [0.9244, -0.9042, 5.2044], [0.7333, -0.3531, 3.9243], [3.1732, 2.0629, 0.5805], [0.9047, -3.1265, -2.4912], [-3.0680, 4.0889, -0.0599], [0.0569, -1.8427, 5.6838], [-5.3064, 4.6732, -0.7077], [2.8545, 1.9910, 1.9535], [-3.0080, 2.0452, 2.7974], [3.5827, 2.7183, 2.8468], [2.1428, -3.9225, -0.9320], [3.3105, 2.7268, 3.8954], [-1.6810, -3.0356, 5.2736], [-6.3133, 4.3790, -0.9762], [1.7678, -0.5855, 5.8068], [-2.0393, -2.0603, 3.0087], [-0.0689, 3.7311, 2.6091], [-3.9325, 1.3750, 4.6062], [-2.1395, 2.2675, 6.0629], [5.4182, 3.3615, -1.6006], [2.0078, 0.8432, -2.2336], [-3.7758, 1.6203, 2.1605], [-0.3653, -2.1150, -3.8907], [-0.2165, 3.4565, 5.0659], [-1.7035, 5.7304, 0.2116], [2.5483, 0.7667, 4.1198], [5.9003, 4.0932, 0.7700], [1.8654, -1.9799, 0.5105], [-4.6271, 2.6532, -0.4389], [3.9682, 2.0717, -3.1547], [-0.6937, -0.1746, -2.4450], [-3.3919, 7.4486, -0.3419], [5.2542, 4.0515, 3.1479], [-5.6939, 6.7701, -0.9292]]}